# 1
Below is one molecule with the formula C2H3NO3, with properties calculated with the ωB97M-V functional and the def2-TZVPD basis.

Structure (XYZ):
```
9
Properties=species:S:1:pos:R:3:mulliken_charge:R:1
O 2.2008 0.5019 0.4241 -0.565
C 1.6938 -0.6088 -0.1709 0.285
O 0.3976 -0.4571 -0.1098 -0.242
C -0.2634 0.7137 -0.1746 0.142
N -1.5264 0.6975 -0.1078 -0.406
O -1.9318 -0.6347 0.2850 -0.384
H 2.1375 -1.5888 -0.3911 0.323
H 0.0929 1.6795 -0.2683 0.447
H -2.8010 -0.3032 0.5133 0.400
```

Calculated values
orbital gap: 0.37002 Ha
relative energy (zero: lowest compared OMol25 entry of this formula, charge and spin): 115.5 kcal per mole

***

# 2
Below is a 9-piece molecular cluster, C52H134F3N8O18 overall, with properties calculated with the ωB97M-V functional and the def2-TZVPD basis.

Structure (XYZ):
```
215
Properties=species:S:1:pos:R:3:mulliken_charge:R:1
C 0.8672 0.4253 -0.9591 0.716
O -0.4376 0.3232 -0.3758 0.428
O 1.1657 1.7768 -0.7414 -0.460
C 1.7351 -0.7814 -0.4648 0.143
F 1.3434 -1.9064 -1.1846 -0.342
F 3.0699 -0.5295 -0.7333 -0.155
F 1.5216 -1.1212 0.8523 0.001
C -1.3584 -0.6822 -0.8596 -1.034
C -2.6989 -0.2224 -0.1069 -0.685
H -3.5691 -0.8651 -0.2400 0.346
H -2.4570 -0.5456 0.9056 -0.080
H -3.1284 0.7771 -0.0391 0.261
H -1.1560 -1.7373 -0.6758 0.323
H -1.4981 -0.6652 -1.9405 0.443
H 0.7107 0.3223 -2.0328 -0.925
C -3.4176 -5.5523 6.7712 -0.702
O -4.5372 -5.3053 5.9626 -0.314
C -5.7164 -5.1481 6.7446 -0.767
C -6.8215 -4.4637 5.9715 -0.616
N -6.2230 -3.1963 5.4254 -0.104
H -5.6352 -2.6928 6.0744 0.354
H -5.5147 -3.6067 4.8339 0.315
C -7.1016 -2.2154 4.6567 -1.042
C -6.2005 -1.0950 3.9445 -0.747
O -4.9973 -1.5672 3.4875 0.226
C -4.8487 -1.8541 2.1264 -0.735
H -2.5680 -5.5819 6.0890 0.163
H -3.5284 -6.4425 7.3905 0.347
H -3.3594 -4.7504 7.5072 0.342
H -5.6133 -4.5542 7.6528 0.423
H -6.0035 -6.0446 7.2941 0.568
H -7.5763 -4.1381 6.6873 0.383
H -7.3269 -5.0060 5.1724 0.428
H -7.8984 -1.7656 5.2490 0.447
H -7.6532 -2.8106 3.9289 0.360
H -6.1548 -0.2380 4.6165 0.489
H -6.7523 -0.6367 3.1238 0.584
H -3.7760 -1.9021 1.9393 -0.076
H -5.0979 -1.1016 1.3782 0.408
H -5.3607 -2.7632 1.8111 0.403
C -4.0074 1.8412 3.1737 -0.409
O -2.8184 1.5102 3.8992 0.023
C -2.8688 1.8388 5.2348 -0.833
C -1.9180 1.0532 6.0770 -0.282
N -1.9688 -0.3815 5.5111 0.077
H -2.7715 -0.9190 5.8057 0.287
H -2.0203 -0.3826 4.5024 0.105
C -0.7220 -1.3257 5.7398 -0.626
C -0.8349 -2.7220 5.0227 -0.172
O -1.0217 -2.3458 3.6384 0.115
C -0.7902 -3.4993 2.7518 -1.006
H -4.9256 1.3244 3.4529 0.183
H -3.5799 1.5829 2.2048 -0.245
H -4.0660 2.9235 3.0586 0.452
H -3.9084 1.8249 5.5620 0.550
H -2.5203 2.8706 5.2807 0.379
H -1.9124 1.1596 7.1618 0.517
H -0.8900 1.3178 5.8295 0.016
H -0.7671 -1.6421 6.7819 0.553
H 0.1827 -0.7346 5.5972 0.000
H -1.7402 -3.1561 5.4471 0.015
H 0.0558 -3.3050 5.2571 0.501
H -1.2461 -3.1251 1.8351 0.178
H -1.0371 -4.5290 3.0106 0.403
H 0.2730 -3.6010 2.5340 0.213
C -2.7088 -4.0007 -1.4299 -0.614
O -3.8866 -4.5457 -1.9784 -0.458
C -5.1807 -3.9884 -1.5250 -0.066
C -6.2183 -5.0146 -2.0646 -1.075
N -6.2465 -5.0932 -3.6142 -0.182
H -5.3204 -5.3512 -3.9239 0.430
H -6.8271 -5.8763 -3.8784 0.388
C -6.7075 -3.8547 -4.4065 -0.568
C -6.4619 -4.0573 -5.9441 -0.689
O -5.1122 -4.1607 -6.1818 -0.271
C -4.7633 -4.4716 -7.5066 -0.748
H -1.8016 -4.2431 -1.9834 0.316
H -2.5959 -4.4704 -0.4528 0.375
H -2.8044 -2.9191 -1.3347 0.133
H -5.5182 -3.0136 -1.8771 0.362
H -5.1876 -4.0430 -0.4364 0.267
H -7.2348 -4.9651 -1.6742 0.415
H -5.7886 -5.9927 -1.8486 0.433
H -5.9883 -3.0913 -4.1095 0.277
H -7.7044 -3.6104 -4.0395 0.416
H -6.8165 -3.1383 -6.4109 0.485
H -7.0355 -4.9310 -6.2532 0.424
H -3.7333 -4.3766 -7.8505 0.233
H -5.3974 -3.8522 -8.1409 0.325
H -5.1058 -5.4866 -7.7082 0.330
C 9.6477 -1.1678 -1.3294 -0.719
O 8.5112 -1.9758 -1.1237 -0.416
C 7.2318 -1.4520 -1.6313 -0.733
C 5.9347 -2.1790 -1.2136 0.422
N 6.1690 -2.9806 0.0691 -0.075
H 6.7166 -3.8272 0.0107 0.421
H 6.7078 -2.3807 0.6773 0.390
C 4.8404 -3.3478 0.7826 -0.516
C 4.0354 -4.4138 0.0441 -0.606
O 3.6698 -3.8525 -1.2177 -0.108
C 2.9184 -4.6866 -2.0295 -0.791
H 9.8573 -1.1672 -2.3991 0.327
H 10.5309 -1.6995 -0.9753 0.283
H 9.5385 -0.1888 -0.8629 0.303
H 7.3626 -1.3974 -2.7120 0.521
H 7.3595 -0.4203 -1.3036 0.373
H 5.5538 -2.7258 -2.0762 0.229
H 5.1893 -1.4140 -0.9961 -0.403
H 4.2847 -2.4282 0.9656 0.033
H 5.2018 -3.5984 1.7800 0.512
H 3.2438 -4.4653 0.7917 0.327
H 4.5770 -5.3597 0.0388 0.546
H 1.8741 -4.4853 -1.7906 0.152
H 3.2311 -5.7265 -1.9351 0.387
H 3.1089 -4.4066 -3.0655 0.270
C 0.7453 0.7301 3.0984 0.615
O 1.6564 0.4112 4.0919 -0.683
C 2.6604 -0.6033 3.7058 0.310
C 3.4187 -1.1283 4.9773 -0.968
N 3.9039 0.1294 5.7995 -0.079
H 3.5894 0.9448 5.2933 0.345
H 3.4425 0.2077 6.6946 0.430
C 5.4157 0.3836 5.8083 -0.460
C 5.5449 1.8283 6.3359 -0.741
O 4.7074 2.7181 5.6469 -0.312
C 5.2044 4.0630 5.5001 -0.979
H 0.0775 1.5700 3.2899 0.536
H 0.1087 -0.1333 2.9048 -0.199
H 1.3696 0.8541 2.2135 -0.794
H 3.3815 -0.1883 3.0017 0.298
H 2.1041 -1.4130 3.2334 0.271
H 4.2296 -1.7978 4.6902 0.384
H 2.8114 -1.6889 5.6879 0.352
H 5.5860 0.3777 4.7317 0.284
H 5.8597 -0.4425 6.3638 0.394
H 6.5443 2.2522 6.2382 0.566
H 5.3919 1.9990 7.4015 0.400
H 5.4960 4.4687 6.4689 0.455
H 4.4207 4.7304 5.1416 0.292
H 5.9867 4.1843 4.7509 0.408
C 2.7978 4.6813 -8.8442 -0.777
O 1.6693 4.3094 -8.0066 -0.287
C 0.3970 4.4096 -8.6722 -0.392
C 0.0992 3.1691 -9.5692 -0.502
N -0.1561 1.8766 -8.7746 -0.249
H -0.8840 2.0267 -8.0907 0.334
H -0.6010 1.2154 -9.3951 0.393
C 1.1783 1.2237 -8.1699 -0.546
C 0.8213 0.1531 -7.0771 -0.588
O -0.2152 0.6207 -6.1706 -0.247
C -0.3859 -0.0704 -5.0315 -1.145
H 2.9297 4.0715 -9.7380 0.312
H 3.6040 4.8430 -8.1287 0.253
H 2.5918 5.6471 -9.3055 0.380
H 0.4062 5.3561 -9.2128 0.486
H -0.2322 4.6920 -7.8281 0.069
H 0.9247 2.9271 -10.2387 0.326
H -0.8624 3.3363 -10.0544 0.419
H 1.7758 1.9367 -7.6018 0.330
H 1.6867 0.8625 -9.0639 0.461
H 1.7257 -0.1188 -6.5328 0.406
H 0.4087 -0.6962 -7.6216 0.345
H 0.3833 0.1465 -4.2903 0.450
H -0.6312 -1.1004 -5.2903 0.440
H -1.2824 0.3634 -4.5885 0.246
C -1.6453 3.9804 -5.2116 -0.710
O -1.7208 4.3570 -3.8698 -0.356
C -2.0539 3.3101 -3.0027 -0.212
C -1.9030 3.8656 -1.6030 -0.385
N -0.4390 4.3554 -1.3592 0.334
H 0.1151 3.5196 -1.4790 -0.141
H -0.0899 5.0867 -1.9621 0.468
C -0.1715 4.6889 0.0649 0.137
C -1.0641 5.7574 0.6489 -1.172
O -2.3408 5.2377 0.8598 -0.163
C -3.3577 6.1070 1.4606 -0.802
H -1.1044 4.7987 -5.6868 0.287
H -2.6339 4.0157 -5.6693 0.439
H -1.2080 3.0467 -5.5652 0.123
H -1.2773 2.5468 -3.0519 -0.134
H -2.9647 2.7742 -3.2697 0.578
H -2.1808 3.1015 -0.8770 0.322
H -2.5791 4.7169 -1.5247 0.420
H 0.8882 4.9438 0.0717 0.239
H -0.1383 3.7435 0.6065 -0.095
H -1.0150 6.7468 0.1943 0.520
H -0.6285 5.9358 1.6320 0.490
H -3.1087 7.0991 1.0842 0.369
H -3.1723 5.9426 2.5220 0.258
H -4.4032 5.9215 1.2141 0.265
C 5.5507 6.0658 1.4892 -0.677
O 4.2427 5.4912 1.4988 -0.344
C 4.0669 4.2861 2.2364 -0.784
C 3.1265 3.2779 1.4380 0.638
N 3.8152 2.8433 0.1553 0.767
H 4.5674 2.2072 0.3784 0.574
H 3.1343 2.2647 -0.3155 -0.752
C 4.1695 3.8640 -0.9730 -0.254
C 4.0528 3.1556 -2.3028 -0.474
O 4.8239 1.9255 -2.1746 -0.281
C 4.4550 0.9937 -3.1680 -0.418
H 6.0266 5.9928 2.4671 0.273
H 5.4491 7.1378 1.3204 0.275
H 6.1190 5.5556 0.7114 0.304
H 3.7240 4.5527 3.2361 0.326
H 4.9696 3.7023 2.4167 0.459
H 2.0720 3.5137 1.2948 -0.281
H 3.1186 2.3291 1.9745 -0.245
H 5.1644 4.2310 -0.7208 0.357
H 3.3824 4.6164 -0.9253 0.182
H 4.5242 3.8025 -3.0426 0.573
H 2.9828 2.9877 -2.4258 0.055
H 5.0823 0.1026 -3.1410 0.008
H 4.4268 1.2552 -4.2258 0.396
H 3.5897 0.4877 -2.7398 0.030
```

Calculated values
orbital gap: 0.30786 Ha
net charge: +7